Computed, not measured: a cluster of 2 separate species, C2H2FOS in total at a distorted geometry, with ωB97M-V/def2-TZVPD.

Results
- spin multiplicity = 1
- HOMO-LUMO gap (alpha / beta) (hartree) = 0.15992 / 0.15884
- energy relative to the best compared isomer or geometry (same formula, charge and spin) (eV) = 2.993
- total charge = -1
- LUMO energy (alpha / beta) (Ha) = 0.1200 / 0.1202

Cartesian coordinates (Å):
C (0.06, 2.44, -1.94)
C (-1.00, -0.10, -0.71)
O (0.29, 3.02, -0.95)
F (-1.24, -0.79, 0.46)
S (-0.15, 2.22, -3.47)
H (0.14, -0.05, -0.76)
H (-1.34, -0.47, -1.70)

***

Computed, not measured: a cluster of 2 separate species, C5H12S in total at a distorted geometry, with ωB97M-V/def2-TZVPD.

Results
- spin multiplicity = 1
- HOMO-LUMO gap (hartree) = 0.34676
- SMILES = C=CC.CSC
- energy relative to the best compared isomer or geometry (same formula, charge and spin) (eV) = 1.192
- LUMO energy (Ha) = 0.0358

Cartesian coordinates (Å):
C (2.15, -0.59, 1.83)
C (1.46, 0.44, 1.38)
C (1.86, 1.48, 0.39)
H (1.84, -1.18, 2.69)
H (3.09, -0.99, 1.46)
H (0.47, 0.49, 1.81)
H (2.25, 2.36, 0.88)
H (0.97, 1.63, -0.24)
H (2.62, 1.18, -0.34)
C (-0.72, -0.66, -2.12)
S (-1.22, 0.29, -0.66)
C (-2.07, -1.05, 0.20)
H (-0.30, -1.61, -1.88)
H (-1.61, -0.86, -2.69)
H (-0.08, -0.05, -2.74)
H (-2.00, -0.90, 1.28)
H (-1.64, -2.02, -0.03)
H (-3.12, -1.05, -0.07)

***

Computed, not measured: a structure of composition H20NeO10 at a distorted geometry, with ωB97M-V/def2-TZVPD.

Results
- spin multiplicity = 1
- HOMO-LUMO gap (hartree) = 0.38799
- energy relative to the best compared isomer or geometry (same formula, charge and spin) (eV) = 0.000
- LUMO energy (Ha) = -0.0004

Cartesian coordinates (Å):
Ne (-16.76, -17.29, -7.96)
O (-19.08, -17.58, -9.57)
H (-19.91, -17.83, -9.99)
H (-19.20, -17.81, -8.65)
O (-19.68, -18.01, -6.89)
H (-19.72, -17.15, -6.47)
H (-18.93, -18.44, -6.49)
O (-15.59, -16.77, -11.45)
H (-14.93, -17.26, -10.96)
H (-16.41, -16.94, -10.99)
O (-14.13, -14.99, -8.08)
H (-13.96, -14.78, -9.00)
H (-13.34, -14.70, -7.62)
O (-18.45, -14.61, -9.18)
H (-18.57, -15.52, -9.44)
H (-17.96, -14.66, -8.36)
O (-16.70, -14.66, -6.99)
H (-16.41, -13.86, -6.56)
H (-15.96, -14.91, -7.56)
O (-16.69, -16.55, -5.09)
H (-16.56, -15.96, -5.83)
H (-17.14, -16.03, -4.44)
O (-13.70, -16.10, -4.55)
H (-14.49, -16.50, -4.90)
H (-12.98, -16.61, -4.94)
O (-17.83, -19.93, -10.89)
H (-18.11, -20.81, -10.61)
H (-18.20, -19.34, -10.24)
O (-17.52, -19.27, -5.53)
H (-17.22, -18.41, -5.25)
H (-18.13, -19.54, -4.84)

***

Computed, not measured: a structure of composition C15H17N9PdS at a distorted geometry, with ωB97M-V/def2-TZVPD.

Results
- spin multiplicity = 5
- HOMO-LUMO gap (alpha / beta) (hartree) = 0.24456 / 0.10271
- total charge = +4
- LUMO energy (alpha / beta) (Ha) = -0.4768 / -0.6149
- <S²> = 6.04

Cartesian coordinates (Å):
Pd (-0.21, -0.25, 0.85)
C (3.56, -1.53, -1.25)
C (2.42, -1.50, -0.43)
N (1.61, -0.45, -0.42)
C (1.85, 0.63, -1.21)
C (2.98, 0.68, -2.04)
C (3.85, -0.44, -2.04)
C (3.18, 1.83, -2.87)
C (2.30, 2.86, -2.85)
C (1.16, 2.84, -2.00)
C (0.20, 3.87, -1.94)
C (-0.91, 3.75, -1.13)
C (-1.04, 2.60, -0.34)
N (-0.14, 1.63, -0.37)
C (0.94, 1.71, -1.18)
H (4.19, -2.41, -1.24)
H (2.18, -2.33, 0.22)
H (4.74, -0.43, -2.65)
H (4.04, 1.85, -3.52)
H (2.45, 3.71, -3.50)
H (0.35, 4.77, -2.53)
H (-1.67, 4.51, -1.09)
H (-1.88, 2.49, 0.33)
N (1.44, 1.25, 5.41)
N (0.68, 0.49, 4.69)
N (-0.12, -0.41, 5.27)
C (-0.67, -0.95, 4.23)
N (-0.21, -0.40, 3.04)
N (0.64, 0.52, 3.35)
H (1.39, 1.14, 6.44)
H (2.00, 2.00, 4.97)
H (-1.39, -1.75, 4.32)
C (-4.12, -2.69, -2.38)
N (-4.02, -3.11, -0.99)
C (-3.13, -2.80, -0.08)
N (-3.15, -3.34, 1.13)
S (-1.89, -1.62, -0.52)
H (-4.34, -3.57, -3.00)
H (-3.22, -2.20, -2.73)
H (-4.98, -2.03, -2.51)
H (-4.77, -3.74, -0.69)
H (-3.81, -4.07, 1.40)
H (-2.46, -3.10, 1.82)

***

Computed, not measured: an isolated molecule of C6H9BrS at a distorted geometry, with ωB97M-V/def2-TZVPD.

Results
- spin multiplicity = 1
- HOMO-LUMO gap (hartree) = 0.33915
- SMILES = C/C=C(\Br)C/C=C\S
- energy relative to the best compared isomer or geometry (same formula, charge and spin) (eV) = 2.325
- LUMO energy (Ha) = 0.0250

Cartesian coordinates (Å):
C (-1.73, -1.75, 1.69)
C (-0.77, -0.88, 1.00)
C (-0.74, -0.66, -0.33)
Br (-2.07, -1.22, -1.64)
C (0.56, -0.04, -0.76)
C (0.77, 1.31, -0.18)
C (1.38, 2.37, -0.65)
S (2.37, 2.39, -2.11)
H (-1.73, -1.92, 2.79)
H (-1.57, -2.81, 1.30)
H (-2.65, -1.38, 1.32)
H (0.13, -0.62, 1.49)
H (0.78, 0.03, -1.91)
H (1.40, -0.62, -0.32)
H (0.21, 1.39, 0.75)
H (1.45, 3.34, -0.26)
H (2.20, 1.07, -2.19)

***

Computed, not measured: an isolated molecule of C5H8O3, with ωB97M-V/def2-TZVPD.

Results
- spin multiplicity = 1
- HOMO-LUMO gap (hartree) = 0.35229
- SMILES = C1=C\OCOCCO/1
- energy relative to the best compared isomer or geometry (same formula, charge and spin) (eV) = 5.430
- LUMO energy (Ha) = 0.0328

Cartesian coordinates (Å):
C (-1.12, 1.21, 0.02)
C (0.19, 1.58, -0.09)
O (1.41, 0.97, -0.41)
C (1.95, -0.21, 0.21)
O (1.31, -1.45, -0.17)
C (0.00, -0.94, -0.13)
C (-1.47, -1.30, -0.14)
O (-1.95, 0.09, -0.02)
H (-1.79, 2.05, 0.18)
H (0.32, 2.67, -0.07)
H (2.97, -0.28, -0.16)
H (1.92, -0.12, 1.30)
H (-0.03, -0.39, 0.81)
H (-0.02, -0.29, -0.97)
H (-1.82, -1.86, 0.73)
H (-1.87, -1.73, -1.07)

***

Computed, not measured: a structure of composition C20H30F12Na2O15P2 at a distorted geometry, with ωB97M-V/def2-TZVPD.

Results
- spin multiplicity = 1
- HOMO-LUMO gap (hartree) = 0.34151
- energy relative to the best compared isomer or geometry (same formula, charge and spin) (eV) = 0.536
- LUMO energy (Ha) = -0.0120

Cartesian coordinates (Å):
Na (0.16, -0.73, 0.97)
Na (3.42, -4.04, 2.31)
P (0.08, -3.49, 3.05)
F (0.29, -3.91, 1.42)
F (1.28, -2.49, 2.91)
F (-0.85, -2.29, 2.47)
F (0.04, -2.72, 4.50)
F (-1.23, -4.49, 3.29)
F (1.17, -4.56, 3.70)
P (3.68, -1.61, 0.26)
F (5.10, -2.02, 0.99)
F (4.52, -1.74, -1.13)
F (2.97, -3.08, 0.20)
F (2.29, -1.15, -0.45)
F (2.95, -1.37, 1.76)
F (4.09, -0.05, 0.29)
C (-3.17, -3.34, -0.24)
C (-2.55, -2.78, -1.51)
C (-3.40, -1.74, -2.33)
O (-2.55, -0.72, -2.60)
C (-1.59, -0.74, -1.67)
O (-0.94, 0.17, -1.26)
O (-1.51, -1.89, -1.05)
H (-4.12, -2.88, 0.01)
H (-2.57, -3.30, 0.67)
H (-3.50, -4.38, -0.30)
H (-2.24, -3.53, -2.24)
H (-4.21, -1.31, -1.75)
H (-3.73, -2.15, -3.28)
C (-3.78, 3.78, -0.64)
C (-3.56, 3.43, 0.82)
C (-4.54, 2.39, 1.38)
O (-3.76, 1.68, 2.35)
C (-2.57, 1.72, 1.86)
O (-1.70, 0.92, 2.20)
O (-2.40, 2.80, 1.02)
H (-4.73, 4.27, -0.82)
H (-3.77, 2.88, -1.27)
H (-3.04, 4.46, -1.06)
H (-3.53, 4.31, 1.46)
H (-4.73, 1.54, 0.72)
H (-5.46, 2.75, 1.84)
C (3.53, 2.41, 4.48)
C (2.12, 2.62, 4.93)
C (1.04, 2.38, 3.88)
O (0.05, 1.56, 4.49)
C (0.54, 1.09, 5.60)
O (-0.08, 0.43, 6.43)
O (1.81, 1.59, 5.88)
H (4.13, 2.22, 5.38)
H (3.88, 3.34, 4.03)
H (3.70, 1.67, 3.70)
H (2.08, 3.51, 5.55)
H (1.52, 1.78, 3.10)
H (0.59, 3.30, 3.51)
C (0.11, -3.71, -3.90)
C (1.59, -3.41, -4.06)
C (1.94, -3.03, -5.47)
O (2.68, -1.77, -5.32)
C (2.65, -1.32, -4.14)
O (3.26, -0.41, -3.71)
O (1.91, -2.20, -3.34)
H (-0.50, -2.89, -4.28)
H (-0.26, -4.14, -2.97)
H (-0.14, -4.43, -4.68)
H (2.30, -4.19, -3.80)
H (1.11, -3.00, -6.18)
H (2.62, -3.83, -5.77)
C (0.59, 3.13, -3.34)
C (1.20, 3.44, -1.96)
C (0.09, 3.86, -0.97)
O (0.45, 3.37, 0.27)
C (1.35, 2.38, 0.00)
O (1.71, 1.52, 0.81)
O (1.83, 2.40, -1.28)
H (0.11, 2.16, -3.45)
H (1.35, 3.16, -4.12)
H (-0.10, 3.87, -3.75)
H (1.87, 4.29, -2.05)
H (-0.83, 3.35, -1.26)
H (-0.09, 4.92, -1.12)

***

Computed, not measured: a structure of composition C7H12LuO3 at a distorted geometry, with ωB97M-V/def2-TZVPD.

Results
- spin multiplicity = 2
- HOMO-LUMO gap (alpha / beta) (hartree) = 0.11630 / 0.14422
- energy relative to the best compared isomer or geometry (same formula, charge and spin) (eV) = 2.293
- total charge = +4
- LUMO energy (alpha / beta) (Ha) = -0.7632 / -0.7598
- <S²> = 0.75

Cartesian coordinates (Å):
O (0.30, 2.21, -1.56)
C (-0.12, 1.01, -1.89)
O (-0.74, 0.29, -1.09)
Lu (-2.07, -1.17, -0.22)
O (0.19, 0.72, -3.09)
C (-0.38, -0.45, -3.74)
C (0.12, -0.48, -5.16)
H (-1.47, -0.36, -3.69)
H (-0.06, -1.34, -3.18)
H (-0.20, 0.42, -5.71)
H (-0.31, -1.36, -5.66)
H (1.21, -0.55, -5.20)
C (0.51, 2.51, -0.21)
H (1.16, 3.41, -0.16)
H (-0.42, 2.79, 0.33)
C (1.20, 1.53, 0.57)
H (0.01, 1.54, 2.17)
C (1.51, 0.30, 1.59)
C (0.49, 0.46, 2.67)
H (1.25, -0.44, 0.78)
H (2.57, 0.31, 1.87)
H (-0.29, -0.31, 2.57)
H (0.95, 0.49, 3.66)

***

Computed, not measured: a cluster of 6 separate species, C48H53N2O13 in total at a distorted geometry, with ωB97M-V/def2-TZVPD.

Results
- spin multiplicity = 2
- HOMO-LUMO gap (alpha / beta) (hartree) = 0.23458 / 0.25922
- LUMO energy (alpha / beta) (Ha) = -0.0623 / -0.0623
- <S²> = 0.75

Cartesian coordinates (Å):
C (3.78, -0.54, 1.80)
C (3.26, 0.22, 0.59)
N (1.98, 0.91, 0.85)
C (1.22, 1.20, -0.39)
C (-0.13, 0.49, -0.42)
C (-1.22, 1.01, 0.54)
C (-1.25, 2.54, 0.64)
C (-1.45, 3.29, -0.69)
C (-2.35, 4.47, -0.64)
O (-0.83, 4.53, -0.75)
C (-0.95, 0.48, 1.97)
C (-2.03, -0.37, 2.61)
C (-1.39, -1.07, 3.81)
C (-3.21, 0.47, 3.10)
N (-2.43, -1.39, 1.62)
O (-2.97, -2.45, 2.08)
C (-3.06, -0.89, 0.36)
C (-2.65, -1.88, -0.75)
C (-4.58, -0.92, 0.44)
C (-2.59, 0.54, 0.00)
C (2.22, 2.10, 1.62)
C (2.00, 1.99, 3.10)
O (2.57, 3.13, 1.12)
H (3.12, -1.38, 2.02)
H (4.78, -0.91, 1.57)
H (3.85, 0.08, 2.69)
H (4.02, 0.95, 0.28)
H (3.10, -0.50, -0.21)
H (1.80, 0.83, -1.24)
H (1.14, 2.27, -0.55)
H (0.06, -0.55, -0.16)
H (-0.48, 0.51, -1.45)
H (-2.07, 2.82, 1.29)
H (-0.29, 2.91, 1.02)
H (-1.49, 2.70, -1.60)
H (-2.57, 4.85, 0.35)
H (-2.63, 5.02, -1.52)
H (-0.03, -0.10, 1.93)
H (-0.75, 1.33, 2.63)
H (-1.17, -0.30, 4.56)
H (-2.07, -1.78, 4.27)
H (-0.45, -1.54, 3.55)
H (-2.87, 1.08, 3.93)
H (-4.03, -0.17, 3.41)
H (-3.58, 1.13, 2.32)
H (-2.89, -1.45, -1.72)
H (-1.59, -2.10, -0.72)
H (-3.23, -2.80, -0.65)
H (-4.98, -0.12, 1.06)
H (-4.95, -1.87, 0.80)
H (-4.97, -0.77, -0.57)
H (-2.54, 0.60, -1.09)
H (-3.37, 1.24, 0.29)
H (2.83, 2.46, 3.62)
H (1.93, 0.95, 3.42)
H (1.08, 2.50, 3.36)
C (2.74, -4.05, -1.39)
C (2.88, -5.37, -1.23)
C (2.10, -6.11, -0.21)
O (2.23, -7.31, -0.07)
C (1.15, -5.34, 0.63)
C (1.00, -4.03, 0.47)
C (1.79, -3.29, -0.55)
O (1.64, -2.09, -0.69)
H (3.30, -3.50, -2.13)
H (3.57, -5.95, -1.83)
H (0.59, -5.90, 1.36)
H (0.31, -3.44, 1.07)
C (-1.18, 5.23, 3.27)
C (-1.32, 6.55, 3.39)
C (-2.30, 7.14, 4.34)
O (-2.44, 8.34, 4.44)
C (-3.11, 6.20, 5.16)
C (-2.97, 4.88, 5.04)
C (-1.99, 4.30, 4.08)
O (-1.87, 3.10, 3.96)
H (-0.48, 4.79, 2.57)
H (-0.75, 7.25, 2.80)
H (-3.81, 6.65, 5.84)
H (-3.55, 4.18, 5.62)
C (3.60, -3.49, -7.73)
C (4.25, -3.67, -6.58)
C (3.58, -3.49, -5.27)
O (4.17, -3.66, -4.23)
C (2.15, -3.10, -5.29)
C (1.49, -2.91, -6.43)
C (2.17, -3.10, -7.74)
O (1.57, -2.93, -8.78)
H (4.07, -3.61, -8.69)
H (5.30, -3.96, -6.54)
H (1.67, -2.97, -4.32)
H (0.45, -2.63, -6.47)
C (-5.79, 9.74, 0.27)
C (-5.16, 8.72, 0.84)
C (-4.88, 7.47, 0.09)
O (-4.30, 6.54, 0.61)
C (-5.33, 7.40, -1.33)
C (-5.96, 8.42, -1.90)
C (-6.25, 9.67, -1.15)
O (-6.82, 10.60, -1.67)
H (-6.01, 10.66, 0.79)
H (-4.82, 8.74, 1.87)
H (-5.12, 6.48, -1.85)
H (-6.30, 8.39, -2.92)
C (7.14, -8.63, -2.75)
C (7.28, -9.94, -2.60)
C (6.49, -10.69, -1.58)
O (6.62, -11.88, -1.44)
C (5.54, -9.91, -0.75)
C (5.40, -8.59, -0.90)
C (6.19, -7.85, -1.92)
O (6.07, -6.65, -2.06)
H (7.70, -8.07, -3.49)
H (7.96, -10.53, -3.19)
H (4.98, -10.47, -0.01)
H (4.71, -8.01, -0.30)

***

Computed, not measured: a cluster of 5 separate species, C4H17NO5S2 in total at a distorted geometry, with ωB97M-V/def2-TZVPD.

Results
- spin multiplicity = 2
- HOMO-LUMO gap (alpha / beta) (hartree) = 0.29287 / 0.15314
- energy relative to the best compared isomer or geometry (same formula, charge and spin) (eV) = 2.288
- total charge = +1
- LUMO energy (alpha / beta) (Ha) = -0.1902 / -0.3270
- <S²> = 0.76

Cartesian coordinates (Å):
S (-0.29, -1.71, -2.97)
S (-1.63, -0.34, -2.40)
C (-1.38, -0.03, -0.63)
C (-0.51, -1.01, 0.28)
C (0.93, -1.15, 0.01)
O (1.83, -0.38, 0.15)
N (-0.80, -0.47, 1.64)
C (-0.12, -1.34, 2.60)
H (0.97, -1.36, -2.98)
H (-2.37, -0.10, -0.16)
H (-0.96, 0.98, -0.64)
H (-0.99, -2.07, 0.29)
H (1.17, -2.10, -0.57)
H (-0.53, 0.52, 1.67)
H (-0.87, -2.08, 2.85)
H (0.83, -1.81, 2.27)
H (0.03, -0.97, 3.63)
H (0.27, 2.58, 2.01)
H (-0.27, 3.53, 0.82)
O (-0.43, 2.79, 1.41)
H (2.84, 1.18, 1.67)
H (2.39, 2.53, 1.25)
O (2.12, 1.81, 1.84)
H (-2.68, 2.55, 1.72)
H (-2.38, 2.76, 0.32)
O (-3.16, 2.71, 0.89)
H (4.06, -1.17, 1.74)
H (3.53, -0.23, 0.66)
O (4.28, -0.36, 1.27)

***

Computed, not measured: a cluster of 11 separate species, C14H38N10O22 in total at a distorted geometry, with ωB97M-V/def2-TZVPD.

Results
- spin multiplicity = 1
- HOMO-LUMO gap (hartree) = 0.36343
- SMILES = C[N+](=O)[O-].C[N+](=O)[O-].C[N+](=O)[O-].C[N+](=O)[O-].C[N+](=O)[O-].C[N+](=O)[O-].C[N+](=O)[O-].C[N+](=O)[O-].C[N+](=O)[O-].C[N+](=O)[O-].CCOC(C)=O
- energy relative to the best compared isomer or geometry (same formula, charge and spin) (eV) = 1.365
- LUMO energy (Ha) = -0.0271

Cartesian coordinates (Å):
C (2.88, -6.30, -3.74)
N (2.06, -5.29, -2.92)
O (1.70, -5.65, -1.77)
O (1.62, -4.25, -3.48)
H (2.21, -6.93, -4.32)
H (3.47, -6.85, -3.01)
H (3.55, -5.79, -4.42)
C (2.08, 2.89, -1.23)
N (1.77, 4.30, -0.87)
O (1.16, 4.99, -1.70)
O (2.01, 4.68, 0.28)
H (2.12, 2.37, -0.27)
H (3.04, 2.75, -1.71)
H (1.26, 2.45, -1.80)
C (-1.67, 2.99, -2.68)
N (-2.05, 4.05, -1.68)
O (-1.48, 4.00, -0.60)
O (-2.95, 4.83, -1.99)
H (-0.68, 3.19, -3.09)
H (-2.45, 3.00, -3.44)
H (-1.75, 2.06, -2.12)
C (-5.52, 3.39, -0.15)
N (-5.86, 1.95, 0.22)
O (-5.20, 1.42, 1.11)
O (-6.71, 1.41, -0.49)
H (-4.67, 3.79, 0.42)
H (-6.31, 4.03, 0.25)
H (-5.34, 3.38, -1.22)
C (2.43, -1.14, 1.94)
N (1.78, -0.39, 3.03)
O (1.32, -1.08, 3.93)
O (1.66, 0.82, 2.99)
H (3.10, -0.46, 1.40)
H (1.72, -1.53, 1.22)
H (2.89, -2.03, 2.35)
C (-0.20, -1.65, -4.76)
N (-0.29, -0.34, -5.52)
O (0.37, -0.35, -6.53)
O (-0.92, 0.60, -5.05)
H (-0.93, -1.76, -3.96)
H (0.84, -1.65, -4.40)
H (-0.32, -2.48, -5.46)
C (-1.61, -0.18, 4.34)
N (-2.05, 0.01, 5.74)
O (-1.17, -0.22, 6.55)
O (-3.25, 0.31, 5.97)
H (-2.47, -0.27, 3.69)
H (-1.01, -1.09, 4.37)
H (-1.04, 0.72, 4.08)
C (0.32, 4.56, 3.14)
N (-0.73, 3.61, 3.67)
O (-0.60, 3.07, 4.77)
O (-1.82, 3.58, 3.09)
H (1.30, 4.11, 3.01)
H (0.25, 5.29, 3.95)
H (0.05, 5.04, 2.20)
C (6.13, -1.22, -1.19)
N (4.63, -1.46, -1.06)
O (4.30, -2.41, -0.34)
O (3.91, -0.81, -1.76)
H (6.58, -2.20, -1.06)
H (6.46, -0.46, -0.49)
H (6.25, -0.98, -2.25)
C (-1.16, -3.91, 3.26)
N (-0.91, -4.45, 1.86)
O (-1.78, -5.14, 1.39)
O (0.10, -4.21, 1.26)
H (-2.01, -4.50, 3.60)
H (-1.47, -2.89, 3.05)
H (-0.21, -4.01, 3.80)
C (-2.11, 0.92, 0.61)
C (-0.55, 0.96, 0.70)
O (-0.06, -0.32, 0.24)
C (-0.06, -0.72, -1.06)
C (0.47, -2.15, -1.25)
O (-0.28, -0.01, -2.01)
H (-2.57, 1.88, 0.82)
H (-2.57, 0.17, 1.25)
H (-2.33, 0.67, -0.43)
H (-0.12, 1.69, 0.01)
H (-0.23, 1.25, 1.69)
H (0.42, -2.45, -2.29)
H (-0.22, -2.91, -0.87)
H (1.46, -2.27, -0.80)

***

no.,molar mass (g mol⁻¹)
1,93.102
2,104.218
3,200.330
4,461.851
5,193.109
6,116.116
7,846.349
8,319.137
9,865.953
10,223.316
11,698.506